(1)
The following is a quantum chemistry calculation of a cluster of 2 separate species, C6H10O2 in total at a distorted geometry, from the Open Molecules 2025 dataset.

## Properties
- DFT total energy: -384.72115 Ha
- Kohn-Sham gap: 6.858 eV
- ΔE to the lowest compared entry with this formula, charge and spin: 239.2 kcal/mol
- Largest force on an atom: 6.5 eV Å⁻¹

```
! RIJCOSX wB97M-V def2-TZVPD def2/J DEFGRID3
* xyz 0 1
C 1.912 -0.287 -0.239
H -0.800 -0.550 2.098
H -2.799 0.990 -0.681
H -0.705 -1.193 -1.757
C -0.676 0.649 -0.384
H 0.513 -1.525 1.715
H 2.748 0.191 0.078
C -0.120 -0.848 1.267
C 0.546 0.164 0.437
H 1.228 1.958 -0.396
C -1.128 -0.703 -0.933
C 0.418 1.572 0.170
O -1.640 0.838 0.593
O -0.666 -1.674 0.173
H -0.528 2.185 0.706
H 1.905 0.295 -1.161
H 2.032 -1.393 -0.449
H -2.239 -0.668 -1.238
*
```

So, what does the Mulliken scheme give us? The charges, in e, come out as:
1. C -1.7213
2. H 0.2414
3. H 0.2470
4. H 0.2611
5. C 0.5444
6. H 0.4323
7. H 0.5410
8. C -0.6977
9. C 0.9518
10. H 0.3013
11. C -0.3742
12. C -0.8483
13. O -0.6222
14. O -0.4544
15. H 0.2765
16. H 0.4040
17. H 0.2961
18. H 0.2212

(2)
The following is a quantum chemistry calculation of the molecule C6H10O2 at a distorted geometry, from the Open Molecules 2025 dataset.

## Properties
- SMILES string: CC(=O)C(C)(C)C=O
- DFT total energy: -385.06703 Ha
- Kohn-Sham gap: 10.083 eV
- ΔE to the lowest compared entry with this formula, charge and spin: 22.2 kcal/mol
- Largest force on an atom: 3.1 eV Å⁻¹

```
! RIJCOSX wB97M-V def2-TZVPD def2/J DEFGRID3
* xyz 0 1
H -0.040 0.446 2.133
O -1.640 -1.288 -1.177
H 1.933 -2.338 -0.078
C -0.156 0.440 -0.023
C 1.093 -1.781 0.331
O 1.521 -0.279 -1.470
C -1.012 -0.280 -1.279
H 0.179 -2.351 0.155
H -1.087 0.447 -2.097
H 0.728 2.357 0.354
H 0.567 1.986 -1.361
H -0.862 2.436 -0.439
C 0.082 1.893 -0.391
H 1.224 -1.650 1.403
H -1.599 0.942 1.477
C 0.994 -0.456 -0.362
C -0.773 0.243 1.351
H -1.153 -0.768 1.472
*
```

So, what does the Mulliken scheme give us? The charges, in e, come out as:
1. H 0.3454
2. O -0.4605
3. H 0.3701
4. C 1.6331
5. C -1.2614
6. O -0.6058
7. C -0.1607
8. H 0.3066
9. H 0.4013
10. H 0.4153
11. H 0.3952
12. H 0.4171
13. C -1.7418
14. H 0.3337
15. H 0.4183
16. C 0.5113
17. C -1.6893
18. H 0.3721

(3)
The following is a quantum chemistry calculation of the molecule C6H10O2 at a distorted geometry, from the Open Molecules 2025 dataset.

## Properties
- SMILES string: C=C(C)[C@H](C)C(=O)O
- DFT total energy: -385.03581 Ha
- Kohn-Sham gap: 9.921 eV
- ΔE to the lowest compared entry with this formula, charge and spin: 41.8 kcal/mol
- Largest force on an atom: 7.0 eV Å⁻¹

```
! RIJCOSX wB97M-V def2-TZVPD def2/J DEFGRID3
* xyz 0 1
H -2.612 0.661 -1.539
C 2.075 -0.146 0.052
H 1.500 2.302 -0.024
C -1.801 0.116 0.183
H 0.159 2.061 1.130
H -0.324 -0.586 1.584
C 0.631 1.830 0.078
H 2.964 0.371 -0.217
H -0.766 -2.531 0.410
C 0.825 0.367 0.269
O -1.799 0.421 -1.117
H 2.467 -1.100 0.155
H 0.846 -2.136 -0.190
C -0.428 -0.518 0.566
H -0.556 -1.611 -1.292
C -0.193 -1.845 -0.205
H -0.229 2.091 -0.693
O -2.760 0.256 0.850
*
```

So, what does the Mulliken scheme give us? The charges, in e, come out as:
1. H 0.3164
2. C -1.5829
3. H 0.5340
4. C 0.3084
5. H 0.2749
6. H 0.5034
7. C -1.3296
8. H 0.2999
9. H 0.3293
10. C 1.1109
11. O -0.4469
12. H 0.2981
13. H 0.3440
14. C 0.2711
15. H 0.2571
16. C -1.1240
17. H 0.1901
18. O -0.5542

(4)
The following is a quantum chemistry calculation of a cluster of 2 separate species, C6H10O2 in total at a distorted geometry, from the Open Molecules 2025 dataset.

## Properties
- DFT total energy: -384.82435 Ha
- Kohn-Sham gap: 3.934 eV
- ΔE to the lowest compared entry with this formula, charge and spin: 174.5 kcal/mol
- Largest force on an atom: 4.5 eV Å⁻¹

```
! RIJCOSX wB97M-V def2-TZVPD def2/J DEFGRID3
* xyz 0 1
H -2.386 0.964 -1.969
H -2.389 1.784 -0.276
O 3.288 -1.048 0.465
C -1.758 -0.719 1.255
H -1.462 -0.106 2.116
H -0.438 0.549 -1.913
C -0.728 -0.864 0.105
C -0.779 0.499 -0.880
C 3.720 0.006 -0.075
C 0.432 0.168 0.021
C -2.083 1.010 -0.938
H 0.498 0.661 0.970
H -2.381 0.040 0.855
H 1.414 -0.306 -0.141
H -0.629 -1.931 -0.397
O 3.133 1.090 -0.235
H -2.211 -1.683 1.521
H 4.758 -0.114 -0.484
*
```

So, what does the Mulliken scheme give us? The charges, in e, come out as:
1. H 0.2984
2. H 0.3888
3. O -0.6905
4. C -1.1508
5. H 0.3556
6. H 0.3228
7. C 0.3190
8. C 0.1057
9. C 0.1077
10. C -0.4336
11. C -0.7355
12. H 0.3136
13. H 0.2997
14. H 0.0812
15. H 0.3592
16. O -0.6310
17. H 0.3108
18. H 0.3789

DFT total energy of number 1 (C6H10O2)? -384.72115 Ha

Which formula does entry 1 have? C6H10O2

Kohn-Sham gap of number 3 (C6H10O2)? 9.921 eV